No. 1
Formula: C11H26N4O9Zn
Source: the Open Molecules 2025 dataset
Level of theory: wB97M-V/def2-TZVPD

```
51
Properties=species:S:1:pos:R:3:forces:R:3:nbo_charge:R:1
Zn 0.212710 0.777140 0.369422 0.9 1.8 1.7 1.73
C 2.527968 1.911038 0.686129 -6.8 -0.9 5.5 0.89
O 2.319062 0.643948 0.434178 2.8 -3.8 -1.3 -1.03
O 2.893175 2.272366 1.851600 3.5 0.4 -1.7 -0.76
O 1.435246 2.496341 0.253420 -0.1 3.3 -2.9 -0.97
C -1.295761 2.005371 2.289329 7.4 4.6 -4.0 0.88
O -1.316375 3.233664 2.640329 -3.8 -1.0 1.6 -0.76
O -1.577822 1.650643 1.059601 -4.2 -1.2 -1.3 -1.00
O -0.093017 1.486128 2.505721 0.3 -3.4 3.2 -0.95
C 1.184435 -1.027754 4.660094 1.3 -0.3 0.3 0.76
O 1.901807 -1.738672 5.384005 -0.8 -0.4 0.1 -0.75
N -0.125412 -0.708066 4.864369 -1.4 0.7 0.1 -0.90
N 1.633061 -0.416550 3.563153 0.0 -0.5 -0.2 -0.84
H -0.843243 -1.206253 5.351713 0.6 -0.4 0.4 0.38
H -0.436011 0.131038 4.376640 0.0 -0.1 -0.2 0.43
H 2.619423 -0.411786 3.377083 -0.1 0.4 -0.2 0.41
H 0.952559 0.194884 3.102447 0.5 0.9 -0.6 0.46
C 0.314758 -3.518733 1.589272 1.0 -0.9 -0.8 -0.64
C 0.636125 -2.382970 0.607883 0.2 -0.1 1.0 -0.11
C 0.506806 -2.806305 -0.839787 0.0 0.5 -0.5 -0.07
O 0.950969 -1.714703 -1.646131 0.1 -1.1 -1.0 -0.55
C 2.303052 -1.895670 -1.994067 1.4 0.3 0.6 -0.25
N -0.225784 -1.222912 0.979216 -0.6 -1.6 -0.4 -0.87
H -0.768344 -3.644941 1.563115 0.0 -0.3 0.6 0.19
H 0.782900 -3.431401 2.570838 -0.7 0.9 0.2 0.25
H 0.805418 -4.457217 1.295681 -0.3 -0.1 -0.5 0.19
H 1.630273 -1.971176 0.804006 0.2 -0.3 -0.3 0.25
H -0.499371 -3.105457 -1.162751 -0.4 0.6 0.4 0.17
H 1.050398 -3.706767 -1.146242 0.5 0.0 0.7 0.17
H 2.614161 -2.839925 -2.464765 -1.0 -0.3 -0.3 0.14
H 2.938547 -1.873841 -1.102171 -0.1 0.4 0.1 0.20
H 2.673213 -1.112460 -2.652878 -0.5 0.3 0.1 0.20
H -1.168256 -1.383919 0.618584 0.0 0.1 -0.2 0.36
H -0.369498 -1.438749 1.963249 0.1 1.3 0.4 0.40
C 0.162467 1.551952 -3.659107 0.6 0.6 -2.0 -0.62
C -0.402838 1.993857 -2.318693 0.8 -0.5 -0.9 -0.10
C -1.754468 2.690675 -2.309608 -0.3 -0.3 0.9 -0.10
O -2.632649 1.962827 -3.165367 -0.2 0.4 -0.4 -0.57
C -3.997994 2.109929 -2.812555 0.7 -0.5 0.1 -0.24
N -0.518443 0.715062 -1.541870 -1.3 0.1 -1.3 -0.90
H 1.164235 1.125569 -3.556009 -0.1 -0.3 0.6 0.21
H 0.396951 2.349027 -4.379855 -0.4 0.5 0.4 0.20
H -0.407270 0.863558 -4.290743 -0.4 -0.2 0.6 0.19
H 0.392614 2.647483 -1.956335 -0.3 -0.1 1.1 0.27
H -1.793323 3.768621 -2.501357 0.5 -0.1 -0.7 0.17
H -2.137081 2.657088 -1.279215 0.2 -0.4 0.2 0.24
H -4.567345 1.781741 -3.681808 -0.2 0.1 0.1 0.17
H -4.247200 3.133039 -2.520880 0.0 0.1 -0.1 0.17
H -4.186623 1.447457 -1.962035 -0.3 0.1 0.1 0.18
H -1.494580 0.469879 -1.726303 -0.3 0.2 0.9 0.37
H -0.143621 -0.054096 -2.090547 1.0 0.3 0.2 0.39
```
Positions in Å, forces in eV/Å.

Computed properties:
E_tot	-84632.59359	eV
net charge	-2
energy relative to the best compared isomer or geometry (same formula, charge and spin)	45.6	kcal per mole
LUMO energy	4.3	eV
HOMO-LUMO gap	4.15	eV

---

No. 2
Formula: C18H22N4O5S
Source: the Open Molecules 2025 dataset
Level of theory: wB97M-V/def2-TZVPD

```
50
Properties=species:S:1:pos:R:3:forces:R:3:nbo_charge:R:1
C 6.958323 2.892721 1.045274 0.0 0.2 0.1 -0.25
O 6.949452 1.607858 0.473922 -0.2 -0.4 -0.2 -0.48
C 5.768898 0.946430 0.380766 0.1 -0.1 -0.1 0.27
C 4.545040 1.428877 0.815196 0.3 0.1 0.0 -0.30
C 3.391896 0.668928 0.682839 -0.1 -0.3 -0.1 -0.19
C 3.450306 -0.588840 0.105794 0.3 0.3 0.0 -0.16
C 2.261212 -1.452950 -0.103332 -0.1 0.0 0.2 0.68
O 2.184994 -2.272656 -0.997345 0.1 -0.1 -0.2 -0.62
N 1.259003 -1.290661 0.804699 -0.2 0.1 0.3 -0.61
C 0.003640 -1.984147 0.667437 0.2 -0.1 -0.3 -0.29
C -1.129107 -1.035384 0.525393 -0.5 -0.2 0.4 0.44
N -2.282207 -1.095020 1.100550 1.1 -1.2 0.3 -0.29
N -2.994771 -0.022630 0.695120 -0.3 1.2 -0.7 -0.37
C -2.226841 0.643294 -0.115394 -0.4 -0.3 0.6 0.29
S -2.597626 2.112331 -0.923943 0.0 0.5 -0.3 0.34
C -4.369898 2.150833 -0.507207 0.5 -0.3 0.0 -0.61
C -5.018772 0.867545 -1.030124 -0.2 0.3 0.1 0.68
O -4.793841 0.477186 -2.159684 0.1 0.0 -0.3 -0.63
N -5.855972 0.235449 -0.198262 -0.3 -0.2 0.0 -0.42
C -6.081739 0.508282 1.211176 0.1 0.3 0.5 -0.23
C -7.031070 -0.604082 1.656991 0.1 0.0 0.0 -0.40
C -6.639765 -1.761226 0.742347 -0.1 0.2 -0.1 -0.41
C -6.416337 -1.051172 -0.585873 0.0 -0.3 -0.3 -0.21
O -1.020355 0.063119 -0.267562 0.0 0.0 -0.1 -0.41
C 4.675997 -1.073322 -0.358254 0.1 0.0 0.0 -0.27
C 5.832891 -0.332450 -0.225069 0.1 0.1 0.0 0.33
O 7.065954 -0.724716 -0.635544 -0.2 0.4 0.2 -0.49
C 7.185791 -1.970462 -1.279820 0.0 -0.2 -0.1 -0.25
H 7.995624 3.221382 1.009759 -0.1 0.0 0.0 0.20
H 6.620934 2.873586 2.086943 0.0 0.0 -0.1 0.18
H 6.338126 3.591992 0.474931 0.0 0.0 0.0 0.18
H 4.472964 2.409324 1.258165 0.1 0.1 0.0 0.22
H 2.453098 1.097171 1.001469 -0.1 0.0 0.0 0.21
H 1.360665 -0.627390 1.554704 0.1 -0.1 -0.1 0.40
H -0.203066 -2.635495 1.522753 0.0 0.1 -0.2 0.23
H 0.100753 -2.596209 -0.239257 -0.1 0.0 0.2 0.27
H -4.770672 3.010271 -1.044239 0.0 0.0 0.0 0.26
H -4.464931 2.289493 0.565124 -0.1 0.0 0.0 0.24
H -5.131501 0.437371 1.750997 -0.1 0.1 0.0 0.22
H -6.517288 1.500857 1.354705 0.1 -0.1 0.1 0.20
H -8.066746 -0.315126 1.472486 0.0 0.0 0.0 0.20
H -6.915343 -0.838795 2.712544 0.0 0.1 0.1 0.22
H -5.705974 -2.205884 1.086142 0.0 -0.1 0.0 0.21
H -7.403835 -2.532408 0.679394 0.0 -0.1 0.0 0.22
H -7.360387 -0.894590 -1.120070 0.1 -0.1 0.0 0.19
H -5.722681 -1.563847 -1.253534 -0.1 0.0 0.0 0.23
H 4.677854 -2.044722 -0.825473 0.1 -0.1 -0.1 0.24
H 6.582534 -2.010874 -2.191992 0.0 0.0 0.0 0.18
H 6.898094 -2.794295 -0.618720 0.0 0.0 0.0 0.18
H 8.239216 -2.065683 -1.537778 -0.1 0.0 0.0 0.20
```
Positions in Å, forces in eV/Å.

Computed properties:
E_tot	-46055.62630	eV
energy relative to the best compared isomer or geometry (same formula, charge and spin)	61.7	kcal per mole
SMILES	COc1ccc(C(=O)NCc2nnc(SCC(=O)N3CCCC3)o2)cc1OC
LUMO energy	0.5	eV
HOMO-LUMO gap	8.91	eV

---

No. 3
Formula: C8H8O4
Source: the Open Molecules 2025 dataset
Level of theory: wB97M-V/def2-TZVPD

```
20
Properties=species:S:1:pos:R:3:forces:R:3:nbo_charge:R:1
O -4.277291 0.133675 -0.254009 9.4 -2.3 -0.7 -0.62
C -2.898196 -0.211946 -0.285281 -5.4 0.1 1.1 0.80
O -2.390693 -1.417292 -0.660101 -3.0 1.0 -0.9 -0.69
C -1.769682 0.544156 0.463543 -5.4 2.7 0.8 -0.55
C -0.366913 0.534367 -0.001112 -1.4 -1.7 2.3 -0.11
C 0.238123 1.794282 -0.064603 2.4 0.0 -0.1 -0.21
C 1.694423 1.779999 -0.103920 -2.6 2.4 -1.2 -0.17
C 2.389795 0.575557 -0.065036 1.1 -0.5 -2.2 -0.32
C 1.788469 -0.693835 -0.011003 -1.9 0.8 -1.8 0.31
O 2.404220 -1.891834 -0.437957 2.1 0.7 0.6 -0.72
C 0.252109 -0.705556 0.109530 6.8 -1.5 1.1 0.24
O -0.182524 -1.960099 0.748635 -0.1 0.5 -1.9 -0.73
H -1.583916 -1.673295 -0.189655 0.2 0.0 0.3 0.51
H -2.025548 0.036732 1.501772 1.1 1.4 -1.6 0.28
H -2.229340 1.675472 0.441892 1.3 -2.7 0.6 0.25
H -0.482153 2.675238 0.015198 1.6 -1.1 -0.4 0.24
H 2.261852 2.738734 -0.484274 -1.1 -2.0 1.4 0.23
H 3.388340 0.764124 -0.568135 -0.7 -1.1 1.3 0.23
H 3.456293 -1.901738 -0.603368 -3.7 0.8 0.9 0.51
H 0.332638 -2.796748 0.447893 -0.8 2.6 0.3 0.53
```
Positions in Å, forces in eV/Å.

Computed properties:
E_tot	-16611.07164	eV
energy relative to the best compared isomer or geometry (same formula, charge and spin)	111.2	kcal per mole
SMILES	O=C(O)Cc1cccc(O)c1O
LUMO energy	-0.1	eV
HOMO-LUMO gap	8.86	eV

---

No. 4
Formula: C16H43BrFO8S6Si
Source: the Open Molecules 2025 dataset
Level of theory: wB97M-V/def2-TZVPD

```
76
Properties=species:S:1:pos:R:3:forces:R:3:lowdin_charge:R:1
C 1.236768 3.738713 -3.142037 0.0 -0.2 0.0 -0.13
C 0.898048 2.736615 -4.293394 0.5 -0.7 0.2 -0.38
C 2.174213 2.036076 -4.907433 -1.1 0.1 1.1 -0.73
Br 1.459287 0.550613 -6.040085 0.4 0.4 0.2 0.59
Si 3.317621 3.218313 -5.867338 1.3 -0.6 0.2 0.61
F 4.409442 3.819253 -4.743422 -1.3 -0.3 -0.8 -0.23
C 4.319071 2.436905 -7.284826 1.4 -1.6 -2.4 -0.83
O 5.566145 2.578999 -7.215293 -0.1 0.8 1.2 -0.14
O 3.806492 1.808000 -8.264271 -1.2 0.9 1.4 -0.17
H 0.433484 4.506922 -3.081220 0.5 -0.6 0.3 0.06
H 1.302047 3.140714 -2.185814 -0.1 1.0 -1.1 0.05
H 2.196841 4.293116 -3.264732 -0.5 -0.4 -0.2 0.05
H 0.307665 1.908918 -3.827206 0.2 0.7 -0.4 0.07
H 0.291251 3.162080 -5.123140 0.4 0.0 0.6 0.09
H 2.667950 1.514124 -4.053480 -0.1 0.4 -0.8 0.07
H 2.511460 4.316244 -6.417424 -0.2 0.4 0.3 0.00
C -2.053639 1.181493 0.298687 -0.2 -0.1 0.1 -0.27
S -0.302784 1.599871 0.265288 0.1 -0.1 0.0 0.83
O 0.082352 1.791844 -1.158107 -0.3 -0.3 0.3 -0.55
C 0.291452 -0.025377 0.769213 0.0 -0.2 0.1 -0.26
H -2.619140 2.054812 -0.024982 0.1 0.0 0.0 0.05
H -2.249503 0.349146 -0.379078 0.1 0.0 0.0 0.05
H -2.343488 0.916651 1.317120 0.1 0.0 0.0 0.03
H -0.048801 -0.783628 0.062132 0.0 0.1 -0.1 0.06
H -0.074948 -0.253741 1.772206 -0.1 0.1 -0.1 0.01
H 1.380918 -0.005513 0.778613 0.0 0.1 -0.1 0.05
C 2.758317 -3.603107 -4.591128 0.1 -0.1 0.0 -0.27
S 1.188943 -2.937566 -4.011083 0.0 0.3 0.0 0.77
O 1.487807 -2.006370 -2.889788 0.0 -0.3 0.0 -0.56
C 0.582780 -4.470773 -3.283120 0.1 -0.1 0.1 -0.28
H 3.322656 -2.792226 -5.050442 -0.1 0.1 0.0 0.05
H 3.323196 -4.010062 -3.750838 -0.1 0.0 0.0 0.05
H 2.572270 -4.380924 -5.333140 -0.1 0.0 0.0 0.05
H 1.280211 -4.824915 -2.521901 0.0 0.1 0.0 0.06
H 0.462693 -5.223808 -4.062483 -0.1 0.0 0.0 0.05
H -0.383537 -4.274133 -2.822993 0.0 0.0 -0.1 0.02
C 1.978275 7.718106 -2.032380 0.0 0.1 -0.1 -0.26
S 0.906205 7.133075 -0.708566 0.0 -0.2 -0.1 0.80
O -0.074991 6.194213 -1.312521 0.0 0.4 0.1 -0.55
C 0.054199 8.699907 -0.440925 -0.1 0.2 -0.1 -0.28
H 2.578807 6.878718 -2.381121 -0.1 0.0 0.1 0.05
H 1.375862 8.101163 -2.857091 -0.1 -0.1 0.0 0.06
H 2.635977 8.500290 -1.650021 0.0 0.0 0.0 0.05
H -0.430136 9.022461 -1.363769 0.0 -0.1 0.0 0.05
H 0.770127 9.452710 -0.107505 0.0 0.0 0.0 0.05
H -0.699502 8.551095 0.331277 0.1 -0.1 0.0 0.04
C -2.221405 -0.188947 6.071513 -0.2 -0.1 0.1 -0.27
S -0.909721 0.022651 4.854784 0.2 -0.1 -0.1 0.83
O -1.506763 -0.222439 3.506944 -0.1 0.0 0.3 -0.57
C 0.012519 -1.447659 5.313397 0.1 0.1 0.0 -0.27
H -2.944556 0.614931 5.938793 0.1 0.0 -0.1 0.05
H -2.715337 -1.150500 5.922912 0.1 0.0 -0.1 0.06
H -1.796765 -0.133168 7.074923 0.1 0.0 -0.1 0.04
H -0.619857 -2.331023 5.211438 -0.1 0.1 0.0 0.06
H 0.364451 -1.352032 6.346203 -0.2 0.0 -0.4 0.00
H 0.868688 -1.536105 4.644837 -0.1 0.1 -0.1 0.06
C -1.500441 -2.603899 9.574937 -0.1 -0.1 -0.1 -0.26
S 0.249102 -2.176465 9.541166 0.0 0.0 0.1 0.84
O 0.631427 -1.984306 8.112083 -0.1 -0.2 0.6 -0.56
C 0.852772 -3.795877 10.044098 0.0 -0.1 0.0 -0.27
H -2.071287 -1.734438 9.251559 0.1 0.0 0.0 0.04
H -1.693235 -3.437352 8.898103 0.1 0.0 0.0 0.06
H -1.790667 -2.869042 10.592165 0.1 0.0 0.0 0.05
H 0.514349 -4.555018 9.337797 0.0 0.1 0.0 0.06
H 0.489987 -4.024417 11.046825 0.0 0.1 0.0 0.05
H 1.941402 -3.767196 10.051501 0.0 0.1 0.0 0.05
C -4.924405 -6.586105 -2.742636 -0.1 -0.1 0.1 -0.28
S -3.613947 -5.527416 -3.383135 0.1 0.0 -0.1 0.81
O -2.347224 -6.309455 -3.332182 -0.2 0.1 0.1 -0.56
C -3.597218 -4.380736 -1.994239 0.0 0.0 0.1 -0.27
H -5.075659 -7.404810 -3.444731 0.1 0.1 0.0 0.05
H -4.635769 -6.989188 -1.770906 0.1 0.0 0.0 0.06
H -5.846748 -6.010585 -2.653411 0.0 0.0 0.0 0.05
H -3.390672 -4.920217 -1.068797 0.0 -0.1 -0.1 0.06
H -4.560431 -3.873375 -1.928564 0.0 0.0 -0.1 0.05
H -2.812957 -3.644831 -2.167817 0.0 0.0 -0.1 0.05
```
Positions in Å, forces in eV/Å.

Computed properties:
E_tot	-179316.21427	eV
net charge	-1
LUMO energy	1.1	eV
HOMO-LUMO gap	4.71	eV

---

No. 5
Formula: C18H41InOP3Se
Source: the Open Molecules 2025 dataset
Level of theory: wB97M-V/def2-TZVPD

```
65
Properties=species:S:1:pos:R:3:forces:R:3:nbo_charge:R:1
In -0.539599 -0.127545 1.825613 -0.7 -0.7 -2.2 0.96
P -1.591128 -1.278282 -2.237595 -0.3 -0.2 -0.2 0.79
P 0.869047 -2.489591 0.542941 1.3 -0.6 0.6 0.87
P -1.525331 1.907234 -0.138150 -0.1 1.1 0.3 0.91
H 2.831348 0.943621 3.865457 -0.9 0.0 0.9 0.19
C 1.886754 1.444985 4.213178 3.2 0.3 2.0 -0.27
C 0.749830 0.866111 3.864815 -1.6 -1.1 0.4 -0.59
H 0.757817 -0.300057 3.840127 0.2 2.0 -0.6 0.23
C -0.555262 -1.082270 -3.761179 -0.8 -0.2 -0.2 -0.94
C -1.883933 -3.132913 -2.129549 -0.4 -0.3 -0.4 -0.94
C -3.241205 -0.502327 -2.712348 0.3 -0.7 -0.3 -0.92
C 2.289046 -2.598581 1.723636 0.0 0.4 0.5 -0.95
C -0.097969 -3.931250 1.048959 -0.7 -0.1 0.3 -0.97
C 1.742021 -3.076505 -0.968262 0.0 0.6 -0.9 -0.93
C -0.941701 3.311737 0.911151 -0.2 -0.2 0.5 -0.95
C -3.346727 1.981619 0.041050 -0.7 -0.3 0.5 -0.97
C -1.167056 2.559188 -1.814372 0.3 -0.4 -0.6 -0.95
H 2.144329 2.181558 5.107871 -1.2 -0.5 -2.7 0.29
H -0.234385 1.392212 3.889574 0.7 -0.6 1.1 0.22
H -1.032501 -1.448946 -4.684688 0.1 0.0 0.4 0.27
H 0.387263 -1.577301 -3.628515 0.4 -0.7 0.1 0.23
H -0.280547 -0.054487 -3.933454 -0.2 0.6 0.0 0.24
H -2.439677 -3.562117 -3.010323 0.6 0.6 0.8 0.27
H -2.449674 -3.400765 -1.221043 0.0 0.3 -0.4 0.24
H -0.939182 -3.695766 -2.013860 -0.3 0.5 -0.3 0.24
H -3.751844 -0.986142 -3.574092 0.5 0.2 0.5 0.27
H -3.075941 0.546890 -2.940057 0.2 0.0 -0.3 0.23
H -3.927449 -0.489581 -1.870326 0.0 -0.3 0.1 0.23
H 2.826745 -3.557837 1.589723 -0.3 0.5 0.1 0.27
H 1.850489 -2.559113 2.742922 0.4 -0.1 -0.4 0.24
H 3.025094 -1.766729 1.646680 -0.5 -0.5 -0.1 0.24
H 0.209529 -4.868101 0.589285 0.3 0.1 -0.1 0.28
H -1.137599 -3.757492 0.791116 -0.2 -0.1 -0.1 0.26
H -0.066634 -4.074137 2.132504 0.1 0.1 -0.1 0.27
H 2.350398 -3.986935 -0.784039 -0.5 0.5 0.2 0.28
H 2.412084 -2.277018 -1.354402 -0.3 -0.6 0.3 0.23
H 1.020287 -3.287635 -1.770286 0.3 0.0 0.3 0.25
H -1.407261 4.228663 0.516610 0.2 -0.2 0.3 0.27
H 0.156158 3.436053 0.956091 -0.5 -0.2 -0.3 0.25
H -1.280824 3.138233 1.952127 0.1 0.2 -0.5 0.25
H -3.749459 3.008078 0.169052 0.5 -0.4 -0.2 0.28
H -3.655050 1.401940 0.936282 0.3 0.4 -0.4 0.25
H -3.884810 1.514352 -0.799051 0.5 0.2 0.1 0.27
H -1.188783 3.661155 -1.923752 -0.1 -0.5 0.5 0.28
H -1.900188 2.138814 -2.513167 0.2 0.1 0.1 0.26
H -0.170878 2.211910 -2.139697 -0.4 0.2 0.1 0.23
C 3.049380 1.633519 -0.538023 0.7 0.5 -1.1 -0.20
C 3.251605 1.633025 0.872074 0.7 0.6 1.3 -0.26
C 3.927053 2.707116 1.484447 -0.4 -1.2 0.4 -0.11
C 4.504853 3.670063 0.654422 1.3 2.2 -1.6 -0.09
C 4.402613 3.685938 -0.774477 -1.8 -2.5 -0.2 -0.15
C 3.587007 2.640989 -1.363517 2.3 2.5 0.7 -0.19
Se 1.956221 0.436038 -1.512238 -1.0 1.3 3.5 0.52
H 1.322745 1.006042 -0.009364 -0.1 -1.7 -2.3 0.14
H 2.992235 0.764362 1.497654 -0.2 0.5 -0.5 0.24
H 4.081739 2.777428 2.608162 -0.2 -0.3 -1.7 0.26
H 5.136611 4.533066 1.003662 -0.8 -1.2 0.3 0.27
H 4.930099 4.422366 -1.405043 -0.5 -0.4 0.6 0.28
H 3.396657 2.629210 -2.441685 0.2 0.0 0.4 0.26
C -4.028083 -1.752713 0.842440 0.4 0.1 -0.7 -0.26
O -2.762382 -1.605486 1.621282 -0.3 -0.1 1.2 -0.81
H -4.594037 -0.765360 0.809718 0.8 -1.3 0.1 0.19
H -4.683152 -2.539519 1.315086 0.8 0.8 -0.7 0.23
H -3.646029 -2.038590 -0.227179 -1.1 0.5 2.2 0.19
H -2.870777 -1.842426 2.588028 -0.4 0.2 -1.7 0.51
```
Positions in Å, forces in eV/Å.

Computed properties:
E_tot	-119731.82030	eV
net charge	+3
energy relative to the best compared isomer or geometry (same formula, charge and spin)	99.5	kcal per mole
LUMO energy (spin up / spin down)	-11.6 / -12.5	eV
HOMO-LUMO gap (spin up / spin down)	4.60 / 3.82	eV

---

The highest E_tot belongs to which entry? C8H8O4

---

Among the records above, which one has the lowest E_tot? C16H43BrFO8S6Si

---

E_tot of number 5 (C18H41InOP3Se)? -119731.82030 eV